# C24H27N6NiSb

A molecular structure, C24H27N6NiSb (ωB97M-V/def2-TZVPD, the Open Molecules 2025 dataset).

Last column: Löwdin charge in e.
Atoms and positions in Å:
Ni: -0.097 0.079 0.017  0.623
C: 3.185 -1.101 0.641  -0.012
C: 2.829 -0.747 -0.769  -0.306
C: 3.705 -1.025 -1.820  0.009
C: 3.394 -0.612 -3.097  -0.015
C: 2.245 0.153 -3.301  -0.104
C: 1.418 0.406 -2.227  -0.433
N: 1.684 -0.099 -1.000  -0.013
Sb: 0.076 2.122 -2.436  1.579
C: 0.717 2.855 -0.515  -0.428
C: 1.180 4.152 -0.448  -0.098
C: 1.616 4.651 0.777  -0.018
C: 1.596 3.813 1.867  0.003
C: 1.137 2.501 1.731  -0.288
C: 1.208 1.572 2.902  -0.010
N: 0.672 2.041 0.565  0.021
C: -1.848 1.582 -1.586  -0.450
C: -2.948 2.048 -2.282  -0.110
C: -4.207 1.937 -1.702  -0.019
C: -4.314 1.368 -0.450  0.007
C: -3.172 0.898 0.196  -0.296
C: -3.254 0.257 1.544  -0.014
N: -1.965 1.011 -0.371  -0.008
H: 3.454 -2.154 0.739  0.084
H: 2.374 -0.868 1.327  0.058
H: 4.064 -0.525 0.937  0.106
H: 4.626 -1.555 -1.616  0.133
H: 4.056 -0.837 -3.923  0.127
H: 2.024 0.564 -4.277  0.100
H: 1.205 4.770 -1.336  0.099
H: 1.977 5.667 0.864  0.127
H: 1.946 4.148 2.834  0.131
H: 0.747 2.018 3.783  0.101
H: 2.249 1.360 3.153  0.102
H: 0.718 0.629 2.678  0.022
H: -2.829 2.506 -3.255  0.096
H: -5.086 2.300 -2.219  0.127
H: -5.273 1.277 0.040  0.127
H: -4.287 0.157 1.869  0.093
H: -2.724 0.862 2.282  0.091
H: -2.801 -0.735 1.523  0.066
C: 1.033 -3.290 0.095  -0.005
C: 0.360 -2.678 1.274  -0.360
N: -0.063 -1.430 1.456  0.020
C: -0.582 -1.382 2.742  -0.144
C: -0.488 -2.599 3.321  -0.036
N: 0.109 -3.402 2.381  0.130
H: 1.106 -2.591 -0.729  0.049
H: 0.474 -4.164 -0.244  0.098
H: 2.036 -3.626 0.359  0.088
H: -1.008 -0.489 3.163  0.100
H: -0.779 -2.954 4.293  0.132
H: 0.345 -4.374 2.500  0.178
C: -2.598 -3.057 -2.621  -0.008
C: -1.741 -2.135 -1.892  -0.144
N: -1.064 -1.410 -1.319  0.187
H: -3.640 -2.859 -2.375  0.102
H: -2.350 -4.082 -2.350  0.100
H: -2.448 -2.923 -3.692  0.103

Values from the calculation:
**Relative energy (zero: lowest compared OMol25 entry of this formula, charge and spin)**: 0.0 kJ/mol
**Gap between HOMO and LUMO (spin up / spin down)**: 9.316 / 8.893 eV
**2S+1**: 3
**Net charge**: +2

# C24H27N6OPd

A molecular structure, C24H27N6OPd (ωB97M-V/def2-TZVPD, the Open Molecules 2025 dataset).

Last column: Löwdin charge in e.
Atoms and positions in Å:
Pd: -0.421 -0.224 0.197  0.836
C: -2.420 1.070 -4.623  -0.057
C: -1.180 0.920 -4.013  -0.067
C: -1.090 0.277 -2.798  -0.050
C: -2.249 -0.207 -2.166  -0.272
C: -3.498 -0.044 -2.783  0.000
C: -3.567 0.583 -4.008  -0.058
N: -2.083 -0.872 -0.977  -0.034
N: -3.075 -1.331 -0.314  0.120
C: -2.769 -1.819 0.903  -0.292
C: -3.672 -2.591 1.655  0.004
C: -3.320 -3.026 2.912  -0.068
C: -2.072 -2.734 3.444  -0.049
C: -1.159 -1.972 2.712  -0.101
C: -1.513 -1.490 1.482  -0.089
H: -2.488 1.565 -5.578  0.112
H: -0.288 1.293 -4.495  0.112
H: -0.120 0.111 -2.310  0.076
H: -4.379 -0.416 -2.282  0.112
H: -4.525 0.702 -4.490  0.114
H: -4.620 -2.855 1.216  0.120
H: -4.018 -3.609 3.493  0.114
H: -1.791 -3.109 4.415  0.114
H: -0.188 -1.753 3.141  0.089
N: 3.070 -2.588 -3.614  0.174
C: 3.888 -2.608 -2.533  -0.505
O: 5.086 -2.740 -2.610  0.091
C: 3.235 -2.350 -1.199  -0.099
C: 3.959 -2.650 -0.045  0.027
C: 3.430 -2.316 1.189  -0.018
C: 2.204 -1.674 1.227  -0.126
N: 1.500 -1.400 0.133  -0.027
C: 1.995 -1.741 -1.055  -0.078
H: 3.502 -2.783 -4.505  0.121
H: 2.079 -2.744 -3.551  0.097
H: 4.922 -3.127 -0.139  0.130
H: 3.964 -2.523 2.102  0.116
H: 1.773 -1.356 2.167  0.095
H: 1.392 -1.486 -1.920  0.095
C: -0.002 1.713 2.521  -0.147
C: -0.171 3.231 2.824  -0.142
N: 0.338 3.984 1.699  -0.169
C: -0.382 3.630 0.496  -0.132
C: -0.065 2.151 0.156  -0.208
N: 0.709 1.552 1.247  -0.231
C: 2.005 2.218 1.323  -0.134
C: 1.758 3.739 1.556  -0.136
H: -0.980 1.208 2.449  0.107
H: 0.586 1.223 3.301  0.120
H: 0.389 3.520 3.714  0.123
H: -1.217 3.494 2.984  0.123
H: -0.069 4.290 -0.315  0.126
H: -1.446 3.793 0.676  0.127
H: 0.544 2.100 -0.759  0.122
H: -1.003 1.536 0.032  0.079
H: 2.541 2.048 0.385  0.121
H: 2.584 1.775 2.136  0.122
H: 2.136 4.338 0.728  0.124
H: 2.251 4.072 2.470  0.123

Values from the calculation:
**Relative energy (zero: lowest compared OMol25 entry of this formula, charge and spin)**: 277.7 kJ/mol
**Gap between HOMO and LUMO (spin up / spin down)**: 6.257 / 6.278 eV
**Net charge**: +1

# C24H27N9O3Ti

A molecular structure, C24H27N9O3Ti (ωB97M-V/def2-TZVPD, the Open Molecules 2025 dataset).

Last column: Löwdin charge in e.
Atoms and positions in Å:
Ti: -0.364 -0.006 -0.202  1.063
C: -4.745 -0.068 0.060  -0.039
O: -4.631 -1.357 0.680  -0.072
C: -3.734 -2.286 0.262  -0.216
C: -4.080 -3.605 0.487  -0.002
C: -3.235 -4.664 0.152  -0.093
C: -2.016 -4.400 -0.425  -0.068
C: -1.615 -3.073 -0.635  -0.143
C: -0.342 -2.826 -1.322  -0.043
N: 0.186 -1.667 -1.289  -0.119
N: 1.308 -1.348 -2.091  0.088
C: 1.295 -0.057 -2.303  -0.470
O: 0.393 0.773 -1.880  -0.152
C: 2.447 0.523 -3.067  -0.151
C: 3.501 -0.267 -3.513  -0.034
C: 4.564 0.316 -4.185  -0.080
C: 4.578 1.687 -4.414  -0.089
C: 3.527 2.476 -3.974  -0.076
C: 2.459 1.894 -3.300  -0.033
C: -2.458 -1.992 -0.290  -0.246
O: -2.097 -0.730 -0.473  -0.183
H: -5.740 0.280 0.329  0.093
H: -4.664 -0.150 -1.022  0.099
H: -3.990 0.621 0.429  0.073
H: -5.050 -3.790 0.933  0.121
H: -3.552 -5.682 0.332  0.100
H: -1.356 -5.206 -0.724  0.107
H: 0.129 -3.618 -1.906  0.136
H: 3.478 -1.333 -3.332  0.105
H: 5.383 -0.300 -4.532  0.101
H: 5.410 2.138 -4.940  0.101
H: 3.530 3.543 -4.155  0.103
H: 1.626 2.490 -2.956  0.113
N: -1.176 -1.229 3.944  0.029
C: -0.647 -1.610 2.788  -0.141
N: -0.708 -0.608 1.932  0.047
C: -1.339 0.393 2.641  -0.300
N: -1.622 0.052 3.886  0.130
C: -1.685 1.627 1.967  -0.237
C: -2.472 2.602 2.554  -0.124
N: -2.909 3.691 1.936  0.040
C: -2.521 3.760 0.615  -0.162
C: -1.750 2.827 0.002  -0.152
N: -1.257 1.719 0.647  -0.074
H: -1.290 -1.767 4.784  0.155
H: -0.249 -2.594 2.600  0.141
H: -2.762 2.466 3.592  0.109
H: -2.873 4.612 0.047  0.091
H: -1.480 2.929 -1.044  0.106
N: 1.633 2.104 0.401  0.007
C: 2.343 2.203 1.670  -0.263
C: 3.259 1.007 1.851  -0.195
C: 2.553 -0.332 1.976  -0.247
N: 1.910 -0.785 0.729  -0.014
H: 2.273 2.159 -0.386  0.073
H: 0.959 2.850 0.287  0.069
H: 1.593 2.206 2.467  0.115
H: 2.921 3.129 1.777  0.109
H: 3.850 1.153 2.758  0.113
H: 3.981 0.963 1.026  0.116
H: 1.781 -0.260 2.747  0.099
H: 3.278 -1.078 2.317  0.112
H: 1.692 -1.774 0.802  0.076
H: 2.566 -0.730 -0.046  0.079

Values from the calculation:
**Relative energy (zero: lowest compared OMol25 entry of this formula, charge and spin)**: 73.6 kJ/mol
**Gap between HOMO and LUMO (spin up / spin down)**: 5.346 / 8.011 eV
**2S+1**: 3

# C24H28AsClF6OPPtS

A molecular structure, C24H28AsClF6OPPtS (ωB97M-V/def2-TZVPD, the Open Molecules 2025 dataset).

Last column: Löwdin charge in e.
Atoms and positions in Å:
Pt: -0.497 -0.258 -0.250  0.890
Cl: 1.976 -1.097 -1.013  0.822
C: 2.753 -0.894 0.524  -0.614
C: 4.083 -0.522 0.589  -0.060
C: 4.669 -0.347 1.836  -0.018
C: 3.933 -0.550 2.995  -0.026
C: 2.601 -0.927 2.924  -0.043
C: 1.997 -1.105 1.682  -0.364
P: 0.259 -1.595 1.480  1.014
C: 0.232 -3.381 1.178  -0.347
C: -0.789 -3.905 0.378  -0.076
C: -0.825 -5.266 0.115  -0.035
C: 0.151 -6.103 0.645  -0.024
C: 1.187 -5.575 1.408  -0.037
C: 1.233 -4.217 1.679  -0.061
C: -0.653 -1.084 2.948  -0.346
C: -1.318 -1.949 3.810  -0.047
C: -2.114 -1.418 4.814  -0.030
C: -2.268 -0.043 4.935  -0.017
C: -1.599 0.821 4.077  -0.038
C: -0.795 0.306 3.081  -0.100
H: 4.658 -0.381 -0.313  0.123
H: 5.700 -0.035 1.900  0.129
H: 4.403 -0.409 3.954  0.125
H: 2.022 -1.090 3.822  0.124
H: -1.550 -3.257 -0.035  0.086
H: -1.612 -5.673 -0.502  0.123
H: 0.095 -7.170 0.484  0.124
H: 1.965 -6.220 1.787  0.122
H: 2.036 -3.807 2.273  0.111
H: -1.207 -3.018 3.711  0.118
H: -2.627 -2.084 5.490  0.124
H: -2.923 0.359 5.691  0.125
H: -1.723 1.888 4.162  0.121
H: -0.272 0.963 2.393  0.100
C: -2.276 4.104 -3.389  -0.096
C: -1.136 4.847 -2.716  -0.280
C: -0.729 4.155 -1.436  -0.257
S: -0.080 2.500 -1.907  1.059
O: 0.246 1.849 -0.601  -0.524
C: 1.603 2.801 -2.635  -0.248
C: 1.654 2.267 -4.053  -0.271
C: 1.098 0.852 -4.148  -0.105
H: -2.559 4.587 -4.318  0.093
H: -3.149 4.063 -2.740  0.080
H: -1.996 3.071 -3.612  0.057
H: -1.476 5.863 -2.474  0.137
H: -0.285 4.946 -3.397  0.109
H: -1.607 3.945 -0.824  0.112
H: 0.026 4.672 -0.847  0.114
H: 2.273 2.252 -1.977  0.098
H: 1.832 3.862 -2.583  0.108
H: 2.699 2.257 -4.380  0.129
H: 1.120 2.930 -4.736  0.119
H: 1.606 0.179 -3.459  0.037
H: 1.225 0.459 -5.153  0.095
H: 0.030 0.839 -3.927  0.049
F: -1.804 0.550 -2.187  -0.417
As: -3.491 0.247 -1.364  0.881
F: -2.675 -1.318 -0.868  -0.326
F: -2.603 0.946 0.117  -0.337
F: -4.850 -0.124 -0.452  -0.154
F: -3.908 1.868 -1.746  -0.196
F: -3.965 -0.427 -2.838  -0.165

Values from the calculation:
**Gap between HOMO and LUMO (spin up / spin down)**: 6.005 / 5.344 eV
**2S+1**: 2
**Net charge**: +2

no.,strongest force on any atom (eV/Å)
1,0.17
2,3.81
3,1.80
4,2.13